The following is a DFT calculation (the ωB97M-V functional and the def2-TZVPD basis) of 2 unconnected molecules or ions with the total composition C3H9NO3S in a non-equilibrium geometry.

Geometry as XYZ:
```
17
Properties=species:S:1:pos:R:3:nbo_charge:R:1
C -0.50 -2.32 0.78 -0.8563
C 1.78 -0.75 -0.57 -0.0552
C 0.28 0.54 0.50 -0.2927
N -0.64 2.97 -0.55 -1.0843
O -0.49 0.95 -2.01 -0.9378
O -2.18 1.05 -0.19 -0.9227
O 1.25 -0.30 0.50 -0.3229
S -0.83 1.32 -0.67 2.2480
H 0.35 -3.09 0.74 0.2097
H -0.49 -1.58 -0.09 0.2158
H -0.20 -1.67 1.57 0.1988
H 1.65 -0.26 -1.52 0.1851
H -1.37 -2.98 1.12 0.2296
H 2.68 -1.31 -0.36 0.1660
H -0.21 0.49 1.47 0.1935
H 0.24 3.44 -0.69 0.4082
H -1.32 3.51 -0.03 0.4173
```

Net charge: 0
HOMO energy (spin up / spin down): -8.331 / -8.395 eV
Gap between HOMO and LUMO (spin up / spin down): 0.2930 / 0.3087 hartree
Multiplicity: 1